Entry 1:
A 2-piece molecular cluster, C4H6N2O overall. Source: the OMol25 dataset; level of theory: ωB97M-V/def2-TZVPD.

## Properties
Frontier orbital gap (spin up / spin down) in eV: 8.6 / 8.6
Highest occupied orbital energy (spin up / spin down) in Ha: -0.296 / -0.296
E_LUMO (spin up / spin down) in eV: 0.518 / 0.518
Total energy in eV: -9268.281
M in g mol⁻¹: 98.10

Cartesian coordinates (Å):
C1 -0.119 -2.782 0.462
C2 0.391 1.163 0.068
C3 0.973 -0.028 2.125
C4 -0.679 1.556 -2.009
N1 0.582 -3.193 -0.398
N2 0.521 0.486 1.072
O1 -0.738 1.247 -0.612
H1 1.095 -1.211 2.127
H2 0.955 0.402 3.157
H3 -0.875 -2.594 1.105
H4 -1.580 1.147 -2.476
H5 0.251 1.151 -2.502
H6 -0.775 2.657 -2.120

=====

Entry 2:
An isolated molecule of C4H6N2O3S. Source: the OMol25 dataset; level of theory: ωB97M-V/def2-TZVPD.

## Properties
Frontier orbital gap in eV: 10.2
Highest occupied orbital energy in Ha: -0.367
E_LUMO in eV: 0.177
Total energy in eV: -24196.075
M in g mol⁻¹: 162.17

Cartesian coordinates (Å):
C1 -0.599 -0.625 1.008
C2 0.681 -0.921 1.168
C3 -1.302 -0.504 -0.363
C4 -0.966 0.886 -0.986
N1 0.474 0.818 -1.066
N2 0.995 1.197 0.009
O1 0.569 1.921 0.820
O2 2.288 0.620 0.163
O3 1.768 -1.675 -1.067
S1 2.184 -1.094 0.179
H1 -1.281 -0.509 1.907
H2 1.023 -0.989 2.173
H3 -0.775 -1.270 -1.163
H4 -2.280 -0.756 -0.369
H5 -1.373 1.010 -1.962
H6 -1.408 1.892 -0.451